No. 1
{"formula": "C22H55N9O5P2", "method": "wB97M-V/def2-TZVPD", "homo_ev": -8.30, "total_charge": 0, "lumo_energy_ev": 0.060, "total_energy_ha": -2422.84689, "molar_mass_g_mol": 587.7, "orbital_gap_ha": 0.3072, "species": ["C", "C", "O", "O", "C", "C", "C", "C", "N", "C", "O", "N", "C", "C", "C", "N", "H", "H", "H", "H", "H", "H", "H", "H", "H", "H", "H", "H", "H", "H", "H", "H", "H", "H", "H", "O", "P", "N", "C", "C", "N", "C", "C", "N", "C", "C", "H", "H", "H", "H", "H", "H", "H", "H", "H", "H", "H", "H", "H", "H", "H", "H", "H", "H", "O", "P", "N", "C", "C", "N", "C", "C", "N", "C", "C", "H", "H", "H", "H", "H", "H", "H", "H", "H", "H", "H", "H", "H", "H", "H", "H", "H", "H"], "coordinates": [[-1.33055, 0.19560, 4.67202], [-2.43417, 0.46746, 3.66563], [-3.04953, -0.45087, 3.17455], [-2.66402, 1.76850, 3.39154], [-2.72011, 2.09022, 1.97821], [-1.81000, 3.26054, 1.66266], [-0.30950, 2.93944, 1.52515], [0.00496, 1.68987, 0.69442], [-0.93165, 1.53777, -0.41834], [1.38237, 1.81008, -0.04122], [2.06537, 2.78681, -0.19713], [1.65185, 0.47283, -0.51484], [1.07910, -0.47418, 0.45709], [0.16165, -1.56675, -0.07443], [0.35718, 0.45203, 1.53461], [1.36571, 0.59180, 2.57048], [-0.92128, -0.77135, 4.40075], [-0.57877, 0.97581, 4.68877], [-1.78924, 0.09698, 5.65567], [-3.74203, 2.41269, 1.77434], [-2.55629, 1.20745, 1.37165], [-1.90399, 3.94214, 2.51328], [-2.18895, 3.81138, 0.80634], [0.13951, 3.78183, 0.99273], [0.14441, 2.93947, 2.51485], [-0.52384, 1.73507, -1.31538], [-1.41942, 0.65661, -0.40561], [1.25441, 0.38747, -1.44036], [1.94570, -0.91329, 0.94690], [-0.89472, -1.34245, 0.08455], [0.33874, -2.51269, 0.43217], [0.26333, -1.71878, -1.15119], [-0.44954, -0.18680, 1.89324], [2.28877, 0.76624, 2.19874], [1.13052, 1.28167, 3.26946], [-3.78026, 2.94392, -1.86358], [-4.20715, 3.56091, -3.17436], [-5.87271, 3.80892, -2.81344], [-6.93630, 3.86674, -3.79450], [-6.10315, 4.82320, -1.78746], [-3.95994, 2.09622, -4.09808], [-5.05390, 1.15266, -4.23585], [-2.71903, 1.41934, -3.71291], [-4.23203, 4.58175, -4.62146], [-3.92548, 4.07100, -5.95330], [-3.42563, 5.80528, -4.38897], [-6.96082, 4.81932, -4.34248], [-7.89654, 3.75312, -3.28634], [-6.88337, 3.06193, -4.52166], [-5.97131, 5.84125, -2.18411], [-5.41210, 4.69124, -0.95433], [-7.11280, 4.73960, -1.38255], [-5.53509, 0.92055, -3.27619], [-4.69186, 0.21616, -4.66504], [-5.81290, 1.50618, -4.93546], [-2.83774, 0.84746, -2.78510], [-1.90376, 2.12909, -3.56478], [-2.41859, 0.72555, -4.50262], [-2.94595, 3.59427, -6.02226], [-3.94032, 4.90694, -6.65858], [-4.69002, 3.37578, -6.29249], [-2.35346, 5.58674, -4.35846], [-3.70297, 6.26266, -3.43354], [-3.61144, 6.54777, -5.16524], [4.07495, -2.70563, 2.30965], [4.97807, -3.91093, 2.34569], [5.84763, -3.68029, 0.88033], [6.49299, -4.73138, 0.12196], [6.70076, -2.49390, 0.88840], [3.73255, -5.12451, 2.14185], [3.40156, -5.61854, 0.81632], [2.49673, -4.79949, 2.85174], [6.11324, -5.09589, 3.01341], [5.72988, -6.46706, 3.33195], [6.81040, -4.51785, 4.18851], [7.43644, -5.06703, 0.57530], [6.72137, -4.35951, -0.87944], [5.85899, -5.60130, -0.01740], [7.61433, -2.65359, 1.48086], [6.16833, -1.64026, 1.30838], [6.99188, -2.22163, -0.12708], [3.24166, -4.80862, 0.09106], [2.49057, -6.21872, 0.85533], [4.16502, -6.29438, 0.42753], [1.87459, -4.08730, 2.29728], [2.70645, -4.36352, 3.82866], [1.91398, -5.70984, 3.01371], [4.89034, -6.53463, 4.02621], [6.58568, -6.96901, 3.79274], [5.49905, -7.02995, 2.43060], [6.14334, -4.42248, 5.05132], [7.19198, -3.52052, 3.94651], [7.66785, -5.12836, 4.47244]], "forces_ev_per_a": [[-0.674, 0.128, -0.142], [-0.096, -0.807, 0.298], [0.206, 0.646, -0.222], [0.995, -0.299, -0.200], [-1.190, 0.687, -0.270], [0.454, -0.130, 0.736], [-0.577, 0.461, -0.589], [1.297, 1.208, 0.636], [-0.422, -0.175, 0.864], [-0.382, -0.359, 0.295], [-0.445, -0.608, -0.239], [0.340, 0.578, -0.173], [-0.233, 0.533, 0.374], [-0.245, 0.103, -0.434], [0.949, -2.014, -1.301], [-0.656, 0.399, 0.434], [0.245, -0.003, 0.077], [0.037, 0.034, 0.054], [0.070, 0.086, 0.099], [-0.076, -0.125, -0.016], [0.148, -0.120, 0.158], [-0.084, 0.110, -0.041], [-0.024, -0.318, -0.269], [0.122, 0.047, 0.126], [0.161, -0.276, -0.029], [-0.145, -0.080, -0.152], [-0.028, -0.033, -0.310], [0.330, -0.205, -0.192], [-0.174, -0.307, 0.117], [-0.003, 0.103, 0.057], [0.147, -0.045, -0.018], [0.248, -0.111, 0.002], [-0.437, 0.591, 0.247], [0.035, 0.137, 0.034], [0.153, 0.106, -0.014], [1.865, 3.323, 0.333], [-4.077, -4.982, -1.394], [0.015, 0.119, 0.281], [0.110, 0.336, -0.499], [0.360, -0.074, 0.346], [-0.037, 0.214, -0.746], [-0.182, -0.060, 0.068], [-0.201, -0.123, 0.039], [2.189, 1.353, 1.393], [0.129, -0.413, -0.201], [-0.388, 0.210, 0.229], [0.005, -0.011, -0.011], [0.076, 0.005, 0.135], [0.159, 0.038, -0.009], [-0.159, 0.021, 0.019], [0.048, -0.063, -0.077], [-0.041, -0.048, -0.118], [-0.047, -0.036, -0.038], [0.187, 0.034, 0.074], [0.004, 0.080, 0.080], [0.084, 0.058, 0.041], [-0.054, 0.043, -0.012], [-0.089, 0.067, -0.099], [-0.018, -0.052, -0.061], [-0.030, 0.167, 0.230], [0.085, -0.156, 0.171], [0.028, 0.095, -0.096], [0.023, -0.066, 0.001], [-0.046, -0.069, -0.042], [2.006, 0.713, 2.747], [-2.390, -3.024, -5.082], [-0.027, 0.372, 0.045], [0.324, -0.411, 0.306], [-0.255, 0.366, 0.243], [0.069, -0.350, -0.156], [0.215, -0.021, -0.271], [0.063, 0.186, 0.136], [0.124, 1.971, 2.182], [-0.375, -0.263, -0.021], [0.315, 0.225, -0.314], [-0.012, -0.005, 0.009], [-0.043, 0.142, 0.048], [-0.005, 0.031, 0.151], [0.078, 0.001, -0.137], [-0.064, -0.081, 0.030], [-0.011, -0.130, -0.035], [-0.002, -0.059, -0.045], [-0.057, 0.107, 0.171], [0.026, 0.087, 0.006], [0.009, 0.063, 0.072], [-0.011, 0.025, -0.027], [0.098, -0.073, -0.063], [-0.031, -0.071, -0.024], [0.126, 0.257, -0.006], [-0.195, 0.129, -0.017], [0.082, -0.066, 0.082], [-0.069, -0.013, -0.002], [-0.034, -0.059, -0.059]], "lowdin_charge": [0.02, -0.54, 0.10, 0.00, -0.16, -0.15, -0.11, -0.39, 0.14, -0.39, 0.13, 0.08, -0.31, -0.03, -0.27, 0.08, 0.09, 0.07, 0.09, 0.13, 0.10, 0.12, 0.10, 0.11, 0.11, 0.08, 0.07, 0.11, 0.12, 0.07, 0.07, 0.08, 0.13, 0.09, 0.06, -0.30, 0.73, -0.31, -0.14, -0.14, -0.34, -0.13, -0.16, -0.29, -0.13, -0.14, 0.08, 0.09, 0.05, 0.08, 0.07, 0.08, 0.09, 0.08, 0.05, 0.07, 0.07, 0.08, 0.08, 0.08, 0.07, 0.08, 0.07, 0.08, -0.30, 0.72, -0.31, -0.14, -0.14, -0.34, -0.14, -0.15, -0.29, -0.13, -0.14, 0.08, 0.09, 0.05, 0.08, 0.07, 0.08, 0.09, 0.08, 0.05, 0.07, 0.07, 0.08, 0.08, 0.08, 0.07, 0.08, 0.07, 0.08]}

---

No. 2
{"formula": "C34H32BFeN5O2PS", "method": "wB97M-V/def2-TZVPD", "homo_ev": [-5.18, -7.45], "total_charge": 0, "lumo_energy_ev": [-0.065, -0.611], "e_above_lowest_kcal_mol": 40.3, "total_energy_ha": -3767.20470, "s_squared": 8.837, "molar_mass_g_mol": 672.4, "multiplicity": 6, "orbital_gap_ha": [0.1878, 0.2514], "species": ["Fe", "C", "C", "N", "C", "S", "N", "N", "C", "C", "C", "C", "C", "C", "C", "N", "H", "H", "H", "H", "H", "H", "H", "H", "H", "H", "H", "H", "H", "N", "P", "C", "C", "C", "C", "C", "C", "C", "C", "C", "C", "C", "C", "C", "C", "C", "C", "C", "C", "H", "H", "H", "H", "H", "H", "H", "H", "H", "H", "H", "H", "H", "H", "H", "O", "B", "O", "C", "C", "C", "C", "C", "C", "H", "H", "H", "H"], "coordinates": [[0.90145, 0.27408, 0.74939], [-1.90015, -1.72612, 5.72269], [-2.25905, -1.13052, 4.36289], [-1.53825, -1.72572, 3.26469], [-0.39325, -1.19102, 2.80229], [0.36075, -1.97682, 1.41029], [0.10975, -0.12862, 3.34449], [1.16785, 0.41968, 2.67309], [2.40775, 0.34748, 3.20229], [2.57895, -0.04052, 4.63989], [3.46415, 0.56578, 2.30379], [4.84505, 0.50408, 2.63209], [5.78555, 0.64168, 1.65119], [5.37445, 0.90478, 0.33139], [4.01685, 0.96198, 0.07419], [3.08475, 0.77108, 0.98849], [-2.40995, -1.16462, 6.50149], [-0.82955, -1.65202, 5.89319], [-2.19605, -2.77082, 5.78559], [-1.98875, -0.07222, 4.36589], [-3.33335, -1.23512, 4.18269], [-1.84125, -2.59422, 2.85419], [1.71315, -0.62142, 4.95759], [2.64525, 0.84788, 5.27009], [3.47805, -0.63152, 4.78929], [5.13905, 0.31448, 3.65229], [6.83855, 0.54648, 1.87769], [6.09215, 1.04938, -0.45901], [3.64465, 1.15948, -0.92401], [0.52605, 0.29488, -1.00191], [-0.11405, -0.61942, -2.09491], [-1.25475, 0.19388, -3.27271], [-1.31595, 1.57908, -3.32941], [-2.22365, 2.19618, -4.17431], [-3.06745, 1.43058, -4.96271], [-3.00495, 0.04588, -4.91251], [-2.09875, -0.57342, -4.06951], [-1.13555, -1.96562, -1.39311], [-0.83815, -3.31692, -1.49621], [-1.63425, -4.23992, -0.84171], [-2.71505, -3.82172, -0.08681], [-3.00085, -2.47142, 0.03179], [-2.20775, -1.54262, -0.61191], [1.20335, -1.41522, -3.07951], [2.18575, -2.04182, -2.31771], [3.26945, -2.63762, -2.93231], [3.38485, -2.59582, -4.31411], [2.42295, -1.95072, -5.07381], [1.33115, -1.35592, -4.46111], [-0.65165, 2.14978, -2.69731], [-2.27685, 3.27508, -4.22281], [-3.77645, 1.91288, -5.62061], [-3.66695, -0.54362, -5.53251], [-2.04165, -1.65332, -4.02661], [0.01725, -3.64622, -2.06851], [-1.40465, -5.29232, -0.90901], [-3.32395, -4.55222, 0.42229], [-3.83635, -2.15092, 0.63469], [-2.39435, -0.47962, -0.51131], [2.07855, -2.04762, -1.23941], [4.02445, -3.13442, -2.34031], [4.22945, -3.06402, -4.79791], [2.52485, -1.91422, -6.14971], [0.58145, -0.85462, -5.05701], [-0.14115, 2.88028, 1.62479], [-0.32865, 1.81618, 0.75989], [-1.39855, 2.08118, -0.08801], [-1.83775, 3.32578, 0.22709], [-2.83215, 4.08688, -0.35131], [-3.04875, 5.35148, 0.17739], [-2.31165, 5.82338, 1.25449], [-1.31015, 5.05928, 1.83679], [-1.07155, 3.81298, 1.29479], [-3.41035, 3.71498, -1.18131], [-3.80865, 5.98058, -0.26201], [-2.51985, 6.80988, 1.64209], [-0.73495, 5.41358, 2.67559]], "forces_ev_per_a": [[1.821, -1.311, -0.548], [-0.070, 0.147, -0.234], [-0.001, 0.017, 0.369], [-0.346, -0.293, 0.059], [0.930, 0.262, -0.401], [0.073, 0.243, -0.027], [-1.187, -0.075, 1.156], [0.444, 0.125, -0.611], [-0.375, -0.192, -0.031], [-0.071, 0.089, -0.188], [0.064, -0.014, -0.096], [-0.140, -0.025, -0.002], [-0.114, 0.048, -0.035], [-0.181, 0.036, -0.064], [0.474, 0.027, -0.493], [-0.912, -0.259, 0.432], [-0.068, -0.023, 0.182], [0.119, 0.001, 0.006], [-0.015, -0.108, 0.047], [-0.208, -0.069, -0.058], [0.073, 0.063, -0.039], [0.053, 0.154, 0.010], [0.105, 0.067, 0.030], [-0.011, 0.032, 0.093], [0.090, -0.041, -0.012], [0.014, -0.002, 0.097], [0.032, 0.043, 0.080], [0.007, 0.033, -0.111], [0.041, -0.064, -0.113], [0.480, 0.429, 0.549], [-0.383, -0.612, -0.425], [0.328, -0.113, 0.382], [0.140, -0.059, 0.095], [-0.022, 0.104, -0.069], [-0.008, 0.026, 0.004], [-0.022, -0.040, -0.094], [0.055, -0.068, -0.007], [0.197, 0.373, -0.260], [0.012, 0.233, -0.179], [-0.033, -0.182, 0.060], [0.094, -0.073, 0.003], [-0.076, 0.105, 0.019], [-0.033, 0.011, -0.226], [-0.200, 0.319, 0.350], [-0.066, -0.018, 0.086], [0.075, -0.093, 0.010], [-0.005, 0.018, -0.011], [0.046, -0.055, -0.115], [-0.212, -0.008, 0.088], [0.007, 0.123, 0.063], [0.027, 0.049, 0.032], [-0.046, 0.031, -0.028], [0.010, -0.052, 0.007], [-0.078, -0.070, 0.028], [0.026, -0.035, -0.070], [0.039, -0.110, -0.030], [-0.112, -0.087, 0.061], [-0.098, 0.092, 0.068], [-0.107, 0.028, 0.062], [0.138, -0.046, 0.056], [0.040, -0.010, 0.056], [0.069, -0.019, -0.043], [-0.018, 0.027, -0.037], [-0.049, 0.054, -0.036], [0.534, -0.290, 0.298], [-0.881, 0.943, -0.001], [0.005, -0.618, -0.283], [0.113, 0.904, 0.778], [0.121, -0.376, -0.066], [-0.043, 0.108, 0.026], [-0.092, 0.082, -0.044], [0.309, -0.325, 0.077], [-0.890, 0.306, -0.757], [-0.074, -0.083, -0.118], [-0.066, 0.034, -0.007], [0.008, 0.045, 0.048], [0.102, 0.088, 0.102]], "mulliken_spin": [3.50, 0.00, 0.00, 0.01, -0.02, 0.23, 0.03, 0.16, 0.17, -0.02, 0.20, 0.07, 0.02, 0.18, -0.04, 0.21, 0.00, 0.00, 0.00, 0.00, 0.00, 0.00, 0.00, 0.02, 0.00, 0.02, 0.00, 0.01, 0.00, 0.24, -0.06, 0.03, 0.00, 0.00, 0.00, 0.00, 0.00, 0.01, 0.00, 0.00, 0.00, 0.00, 0.01, 0.03, 0.01, 0.00, 0.00, 0.00, -0.01, 0.00, 0.00, 0.00, 0.00, 0.00, 0.00, 0.00, 0.00, 0.00, 0.00, 0.00, 0.00, 0.00, 0.00, 0.00, 0.05, -0.13, 0.06, -0.01, 0.00, 0.00, 0.00, 0.00, 0.00, 0.00, 0.00, 0.00, 0.00]}